[1]
ORCA calculation (ωB97M-V/def2-TZVPD) on a single C7H10BrF3N2O molecule in a non-equilibrium geometry.

Summary:
Spin multiplicity: 1
Energy relative to the best compared isomer or geometry (same formula, charge and spin), kcal per mole: 82.1
Largest force on an atom, eV/Å: 3.4
Energy, Ha: -3330.919084

Element x y z (Å)
C (-1.48, 2.08, -0.11)
C (-1.99, 1.21, -1.20)
C (-2.64, -0.04, -0.61)
C (2.37, -1.81, 0.77)
C (2.24, -0.77, -0.35)
C (1.80, 0.57, 0.15)
C (-1.82, -1.10, 0.04)
N (-0.23, 1.68, 0.32)
N (0.53, 0.86, -0.34)
O (-2.12, 2.94, 0.42)
F (-0.90, -1.62, -0.75)
F (-1.22, -0.72, 1.24)
F (-2.52, -2.19, 0.45)
Br (-4.29, 0.34, 0.22)
H (-2.78, 1.67, -1.75)
H (-1.25, 0.85, -1.91)
H (1.50, -1.85, 1.35)
H (2.61, -2.70, 0.27)
H (3.12, -1.57, 1.48)
H (1.61, -1.01, -1.11)
H (3.17, -0.63, -0.83)
H (1.68, 0.58, 1.30)
H (2.53, 1.22, -0.25)
H (0.08, 2.01, 1.22)


[2]
ORCA calculation (ωB97M-V/def2-TZVPD) on 6 unconnected molecules or ions with the total composition C43H54BN10O4S2 in a non-equilibrium geometry.

Summary:
Charge: +1
Spin multiplicity: 1
Largest force on an atom, eV/Å: 1.4
Energy, Ha: -3340.451289

Element x y z (Å)
C (1.50, 2.29, 0.65)
C (0.27, 2.21, 1.15)
C (-0.81, 3.09, 0.68)
N (-0.86, 4.40, 0.89)
B (0.18, 5.24, 1.61)
N (1.40, 5.62, 0.97)
O (-0.10, 5.68, 2.87)
C (-2.05, 4.87, 0.30)
C (-2.48, 6.30, 0.28)
C (-2.53, 6.78, -1.18)
C (-1.17, 6.69, -1.84)
S (-1.41, 6.65, -3.65)
C (0.15, 5.94, -4.19)
S (0.58, 4.45, -3.71)
N (0.89, 6.78, -5.05)
C (2.30, 6.97, -4.64)
C (3.30, 6.36, -5.62)
O (2.87, 5.09, -6.05)
C (1.69, 5.18, -6.83)
C (0.79, 6.37, -6.46)
C (-2.65, 3.80, -0.25)
N (-3.87, 3.79, -0.99)
C (-4.83, 4.07, -0.27)
O (-5.72, 4.32, 0.38)
N (-1.87, 2.67, -0.01)
C (-2.06, 1.26, -0.43)
C (-3.50, 0.77, -0.48)
O (-3.63, -0.30, 0.45)
C (-4.15, -1.49, -0.12)
C (-5.64, -1.43, -0.42)
H (1.59, 2.72, -0.34)
H (2.35, 1.97, 1.22)
H (0.03, 1.45, 1.89)
H (1.39, 5.48, -0.03)
H (2.22, 5.19, 1.38)
H (0.07, 6.63, 2.89)
H (-1.78, 6.92, 0.84)
H (-3.44, 6.37, 0.78)
H (-3.22, 6.13, -1.72)
H (-2.94, 7.79, -1.20)
H (-0.57, 7.57, -1.62)
H (-0.65, 5.76, -1.60)
H (2.46, 6.57, -3.64)
H (2.50, 8.05, -4.60)
H (3.49, 7.04, -6.45)
H (4.23, 6.22, -5.09)
H (1.98, 5.29, -7.88)
H (1.17, 4.23, -6.76)
H (1.08, 7.22, -7.07)
H (-0.24, 6.11, -6.68)
H (-1.50, 1.13, -1.36)
H (-1.55, 0.66, 0.31)
H (-3.68, 0.37, -1.48)
H (-4.23, 1.52, -0.22)
H (-3.58, -1.78, -1.01)
H (-3.99, -2.27, 0.62)
H (-6.17, -1.45, 0.53)
H (-5.95, -2.32, -0.94)
H (-5.95, -0.54, -0.95)
N (0.70, -0.42, -1.17)
C (1.00, -1.33, -0.24)
C (1.51, -2.59, -0.53)
C (1.73, -2.91, -1.85)
C (1.43, -1.98, -2.83)
C (0.92, -0.75, -2.44)
H (0.81, -1.04, 0.79)
H (1.73, -3.30, 0.26)
H (2.12, -3.88, -2.12)
H (1.58, -2.20, -3.88)
H (0.68, 0.01, -3.17)
N (2.44, -5.41, 0.57)
C (3.77, -5.51, 0.68)
C (4.46, -6.70, 0.64)
C (3.74, -7.88, 0.49)
C (2.36, -7.80, 0.38)
C (1.77, -6.55, 0.43)
H (4.30, -4.56, 0.80)
H (5.54, -6.72, 0.73)
H (4.24, -8.83, 0.46)
H (1.76, -8.69, 0.26)
H (0.69, -6.44, 0.34)
N (4.39, -8.22, 3.60)
C (3.91, -7.09, 4.11)
C (3.96, -6.77, 5.46)
C (4.53, -7.68, 6.33)
C (5.03, -8.87, 5.82)
C (4.93, -9.09, 4.46)
H (3.47, -6.40, 3.39)
H (3.57, -5.82, 5.82)
H (4.59, -7.47, 7.39)
H (5.48, -9.61, 6.46)
H (5.31, -10.01, 4.01)
N (-8.13, -1.79, -2.50)
C (-8.30, -2.89, -3.24)
C (-9.30, -3.03, -4.19)
C (-10.17, -1.98, -4.40)
C (-10.01, -0.82, -3.65)
C (-8.98, -0.79, -2.72)
H (-7.60, -3.70, -3.04)
H (-9.39, -3.95, -4.76)
H (-10.96, -2.05, -5.14)
H (-10.66, 0.02, -3.77)
H (-8.81, 0.10, -2.11)
N (5.57, -3.15, 6.28)
C (5.09, -2.01, 6.78)
C (5.14, -1.68, 8.12)
C (5.71, -2.59, 9.00)
C (6.21, -3.78, 8.50)
C (6.11, -4.01, 7.13)
H (4.65, -1.33, 6.06)
H (4.74, -0.74, 8.48)
H (5.77, -2.37, 10.06)
H (6.66, -4.51, 9.15)
H (6.49, -4.92, 6.70)


[3]
ORCA calculation (ωB97M-V/def2-TZVPD) on a molecular structure, C2H6ClO2PS in a non-equilibrium geometry.

Summary:
Spin multiplicity: 1
Energy relative to the best compared isomer or geometry (same formula, charge and spin), kcal per mole: 50.5
Largest force on an atom, eV/Å: 3.4
Energy, Ha: -1429.992877

Element x y z (Å)
C (-1.26, -0.53, -0.85)
C (-1.44, 0.49, 0.25)
O (2.35, 0.10, 1.52)
O (-0.35, 0.43, 1.10)
P (1.70, 0.22, 0.07)
S (2.39, 1.70, -0.88)
Cl (2.33, -1.52, -0.67)
H (-1.79, -0.36, -1.74)
H (-0.17, -0.56, -1.01)
H (-1.54, -1.56, -0.61)
H (-2.32, 0.24, 0.90)
H (-1.60, 1.48, -0.24)
H (1.68, -0.15, 2.17)


Number 1 is which compound?
C7H10BrF3N2O